Entry 1:
A 8-piece molecular cluster, C32H40N8 overall, computed with ωB97M-V/def2-TZVPD.

The geometry in ORCA input format:
```
! wB97M-V def2-TZVPD RIJCOSX def2/J DEFGRID3
* xyz 0 1
C -2.92 -3.33 -2.26
C -2.72 -2.52 -3.57
C -1.33 -2.50 -3.78
N -0.75 -3.23 -2.82
C -1.69 -3.70 -1.87
H -4.08 -3.53 -1.85
H -3.48 -2.14 -4.22
H -0.85 -2.04 -4.69
H 0.10 -3.38 -2.65
H -1.44 -4.35 -0.85
C -1.17 1.10 -4.55
C -0.18 2.30 -4.54
C -0.19 2.69 -5.85
N -1.08 1.97 -6.58
C -1.66 0.87 -5.83
H -1.26 0.36 -3.58
H 0.35 2.83 -3.90
H 0.35 3.54 -6.31
H -1.16 2.12 -7.53
H -2.37 0.38 -6.22
C 2.49 -4.87 -1.81
C 3.10 -3.81 -2.74
C 3.05 -2.60 -2.11
N 2.26 -2.81 -0.92
C 1.98 -4.16 -0.75
H 2.33 -5.81 -2.13
H 3.52 -3.70 -3.67
H 3.25 -1.45 -2.24
H 2.08 -2.09 -0.15
H 1.31 -4.65 0.12
C -1.77 -3.78 1.94
C -0.71 -3.34 3.09
C -1.10 -2.13 3.42
N -2.25 -1.72 2.72
C -2.64 -2.71 1.84
H -1.79 -4.77 1.44
H 0.16 -3.92 3.38
H -0.55 -1.56 4.12
H -2.70 -0.86 2.86
H -3.58 -2.59 1.31
C 4.19 3.43 -0.60
C 2.89 4.15 -0.79
C 3.05 5.26 -1.52
N 4.37 5.20 -2.00
C 5.09 4.26 -1.21
H 4.31 2.50 0.06
H 1.96 3.89 -0.26
H 2.37 6.04 -1.84
H 4.77 5.85 -2.66
H 6.05 4.10 -1.41
C -2.81 1.28 3.98
C -2.04 1.46 2.72
C -2.82 1.20 1.69
N -4.05 0.79 2.31
C -4.01 0.84 3.71
H -2.58 1.46 5.03
H -1.01 1.89 2.72
H -2.64 1.06 0.77
H -4.72 0.16 1.69
H -4.82 0.58 4.22
C 1.04 1.32 6.87
C 1.56 1.25 5.50
C 1.13 2.19 4.73
N 0.36 2.97 5.48
C 0.35 2.53 6.79
H 1.34 0.72 7.66
H 2.17 0.45 5.18
H 1.36 2.64 3.60
H -0.21 3.82 4.99
H -0.16 2.96 7.59
C 0.58 0.33 -1.29
C 1.34 0.58 0.12
C 0.61 -0.04 1.01
N -0.31 -0.84 0.40
C -0.55 -0.42 -0.93
H 0.64 0.72 -2.35
H 2.18 1.18 0.38
H 0.62 0.25 2.10
H -0.99 -1.44 0.79
H -1.50 -0.69 -1.49
*
```

Computed properties:
Energy above the lowest of the compared OMol25 structures with the same formula, charge and spin   247.5 kcal per mole
SMILES string   c1cc[nH]c1.c1cc[nH]c1.c1cc[nH]c1.c1cc[nH]c1.c1cc[nH]c1.c1cc[nH]c1.c1cc[nH]c1.c1cc[nH]c1
E_LUMO   0.59 eV

Entry 2:
A 9-piece molecular cluster, C32H41F9NO27S overall, computed with ωB97M-V/def2-TZVPD.

The geometry in ORCA input format:
```
! wB97M-V def2-TZVPD RIJCOSX def2/J DEFGRID3
* xyz 1 1
O 1.14 -1.08 0.93
S -0.07 -0.77 0.22
O -0.44 -1.75 -0.76
O 0.19 0.63 -0.43
C -1.32 -0.62 1.46
C -1.35 0.73 2.18
C -2.25 1.80 1.49
C -2.93 1.35 0.19
C -4.26 0.58 0.34
C -4.34 -0.72 -0.55
C -4.75 -1.85 0.41
N -5.55 -1.08 1.43
C -4.63 0.08 1.72
F -5.31 0.96 2.50
H 0.16 0.57 -1.40
H -2.28 -0.91 1.04
H -1.01 -1.40 2.15
H -1.67 0.58 3.22
H -0.33 1.09 2.23
H -1.63 2.67 1.26
H -3.00 2.17 2.19
H -3.18 2.26 -0.37
H -2.25 0.79 -0.45
H -5.12 1.19 0.06
H -5.10 -0.65 -1.32
H -3.35 -0.95 -0.92
H -3.93 -2.35 0.93
H -5.38 -2.60 -0.06
H -5.86 -1.59 2.25
H -6.37 -0.74 0.92
H -3.83 -0.33 2.34
C 3.23 1.52 1.45
C 4.32 2.02 0.54
O 4.13 3.43 0.59
C 3.59 3.72 1.80
O 3.52 4.81 2.27
O 3.11 2.60 2.40
F 4.14 1.60 -0.74
H 2.29 1.40 0.91
H 3.47 0.59 1.95
H 5.34 1.77 0.85
C 5.37 4.56 -2.11
C 4.63 5.52 -3.02
O 5.60 5.82 -4.00
C 6.45 4.76 -4.09
O 7.22 4.59 -4.97
O 6.28 3.94 -3.03
F 4.25 6.65 -2.38
H 5.94 5.09 -1.35
H 4.72 3.83 -1.65
H 3.75 5.08 -3.51
C 5.55 1.40 5.88
C 4.87 1.22 4.55
O 4.65 -0.17 4.50
C 4.53 -0.61 5.78
O 4.09 -1.66 6.10
O 4.97 0.33 6.64
F 5.67 1.58 3.51
H 6.63 1.26 5.80
H 5.34 2.36 6.35
H 3.91 1.74 4.45
C -3.83 -3.81 -4.60
C -5.30 -3.63 -4.28
O -5.29 -2.46 -3.46
C -4.20 -1.72 -3.82
O -4.03 -0.59 -3.49
O -3.36 -2.45 -4.57
F -5.81 -4.66 -3.56
H -3.33 -4.39 -3.83
H -3.65 -4.25 -5.57
H -5.94 -3.45 -5.14
C -1.14 -4.73 0.37
C -2.21 -5.28 1.28
O -3.26 -5.56 0.38
C -2.70 -5.81 -0.85
O -3.28 -6.28 -1.76
O -1.41 -5.42 -0.86
F -2.65 -4.35 2.18
H -1.27 -3.66 0.22
H -0.13 -4.92 0.72
H -1.94 -6.19 1.82
C -0.22 5.35 -2.64
C -0.15 4.90 -1.19
O 0.42 3.60 -1.31
C 1.18 3.59 -2.45
O 1.97 2.75 -2.71
O 0.89 4.66 -3.22
F -1.37 4.78 -0.62
H -1.14 5.01 -3.11
H -0.12 6.42 -2.76
H 0.49 5.51 -0.56
C 1.30 -0.20 -5.02
C 0.29 -0.70 -4.01
O -0.81 -1.05 -4.81
C -0.33 -1.39 -6.05
O -0.95 -1.96 -6.88
O 0.96 -0.98 -6.17
F -0.10 0.28 -3.14
H 1.15 0.86 -5.24
H 2.33 -0.37 -4.73
H 0.61 -1.57 -3.43
C 1.21 -3.50 5.66
C -0.13 -3.04 5.12
O 0.07 -3.08 3.72
C 1.03 -4.02 3.47
O 1.25 -4.48 2.40
O 1.66 -4.36 4.61
F -0.44 -1.77 5.49
H 1.91 -2.67 5.77
H 1.15 -4.04 6.60
H -0.97 -3.69 5.38
*
```

Computed properties:
E_LUMO   -2.98 eV

Entry 3:
C32H41FN5O14P2PmSe as an isolated structure, computed with ωB97M-V/def2-TZVPD.

The geometry in ORCA input format:
```
! wB97M-V def2-TZVPD RIJCOSX def2/J DEFGRID3
* xyz 0 5
Pm -1.35 0.79 -0.42
O -1.45 1.70 4.53
C -1.55 1.26 3.39
O -0.41 1.31 2.70
C -2.89 0.75 2.87
C -3.87 0.51 3.84
C -5.10 0.00 3.45
C -5.37 -0.11 2.12
C -4.34 0.18 1.22
N -3.11 0.64 1.59
C -4.58 -0.01 -0.24
O -5.66 -0.43 -0.67
O -3.55 0.45 -0.96
H -3.59 0.67 4.93
H -5.82 -0.28 4.18
H -6.38 -0.35 1.81
C 3.87 1.74 -1.11
C 3.64 0.29 -0.71
C 3.08 -0.63 -1.82
O 2.88 0.33 0.48
P 2.73 -0.60 1.77
O -0.21 0.59 1.47
C 2.05 -2.24 1.08
P 0.45 -2.41 0.33
O -0.11 -1.28 -0.50
O -0.65 -2.94 1.35
C -1.73 -2.23 2.11
C -3.05 -2.74 1.56
C -1.46 -2.50 3.56
O 0.63 -3.73 -0.59
C -0.65 -4.29 -1.11
C -0.65 -4.23 -2.62
C -0.92 -5.63 -0.42
O 4.24 -1.17 1.88
C 5.13 -0.81 3.01
C 5.30 -2.00 3.87
C 6.52 -0.50 2.39
H 4.17 1.91 -2.22
H 4.64 2.22 -0.50
H 2.87 2.20 -1.15
H 4.66 -0.09 -0.44
H 2.11 -0.34 -2.20
H 3.05 -1.74 -1.61
H 3.70 -0.44 -2.68
H 2.03 -3.04 1.82
H 2.79 -2.54 0.35
H -1.64 -1.20 1.82
H -3.19 -3.83 1.68
H -3.13 -2.39 0.56
H -3.90 -2.26 2.08
H -1.16 -3.57 3.60
H -2.30 -2.17 4.18
H -0.62 -1.92 3.98
H -1.50 -3.62 -0.79
H 0.01 -5.07 -2.99
H -0.29 -3.26 -2.97
H -1.56 -4.48 -3.10
H -0.08 -6.27 -0.63
H -1.73 -6.20 -0.89
H -0.98 -5.67 0.69
H 4.65 0.00 3.59
H 5.92 -2.71 3.34
H 4.38 -2.56 4.18
H 5.78 -1.75 4.77
H 6.84 -1.29 1.82
H 7.19 -0.32 3.24
H 6.53 0.45 1.81
F -3.26 7.56 1.23
C -2.09 7.18 0.65
C -2.12 6.15 -0.19
N -0.97 5.80 -0.88
C -0.96 4.82 -1.98
C -1.00 3.37 -1.38
O -0.11 2.51 -1.63
O -2.01 3.18 -0.67
C 0.28 6.37 -0.60
O 1.36 6.09 -1.13
N 0.25 7.34 0.35
C -0.90 8.02 0.83
O -0.77 9.13 1.35
H -2.96 5.47 -0.30
H -0.11 4.96 -2.65
H -1.84 4.85 -2.62
H 1.08 7.95 0.35
Se -3.25 -1.05 -3.22
N -1.83 -0.03 -2.95
C -0.97 -0.31 -3.89
C 0.19 0.49 -4.16
C 1.01 0.13 -5.17
C 0.73 -1.04 -5.93
C -0.41 -1.79 -5.78
C -1.38 -1.38 -4.78
N -2.55 -1.93 -4.59
H 0.38 1.42 -3.63
H 1.87 0.71 -5.39
H 1.52 -1.34 -6.63
H -0.55 -2.77 -6.31
*
```

Computed properties:
Expectation value of S²   6.005
Energy above the lowest of the compared OMol25 structures with the same formula, charge and spin   179.1 kcal per mole
E_LUMO   -1.08 eV

In the order shown, the computed highest occupied orbital energy values come out to -8.199, -12.559, -8.892 eV.
In the order shown, the computed largest force on an atom values come out to 10.6, 2.8, 4.1 eV/A.
In the order shown, the computed Kohn-Sham gap values come out to 8.79, 9.58, 7.82 eV.